Below is a molecular structure, C41H33Cl2GeN6O2STc, with properties calculated with ωB97M-V with the def2-TZVPD basis set.

## Properties
maximum force	0.50	eV Å⁻¹
charge	-1
spin multiplicity	2
frontier orbital gap (spin up / spin down)	6.15 / 5.77	eV

Last column: Löwdin charge in e.
Cartesian coordinates (Å):
1 Tc -0.249 -0.396 -0.214  1.2150
2 Cl -1.774 -7.024 -1.548  0.6255
3 C -1.119 -5.595 -0.801  -0.6892
4 C -1.227 -4.387 -1.482  -0.0590
5 C -0.743 -3.224 -0.904  -0.2072
6 N -0.885 -1.925 -1.426  -0.0377
7 C -1.398 -1.634 -2.638  -0.4650
8 O -1.656 -2.385 -3.570  0.0380
9 C -1.735 -0.148 -2.775  -0.1921
10 C -2.435 0.265 -3.890  -0.0170
11 C -2.902 1.569 -3.949  -0.0684
12 C -2.648 2.407 -2.880  -0.0593
13 C -1.905 1.932 -1.809  -0.1180
14 N -1.441 0.682 -1.754  -0.0043
15 C -0.095 -3.283 0.360  -0.1911
16 C 0.003 -4.497 1.025  -0.0372
17 C -0.517 -5.648 0.444  -0.6833
18 Cl -0.388 -7.147 1.316  0.6307
19 N 0.422 -2.063 0.816  -0.0278
20 C 1.490 -1.984 1.622  -0.5013
21 O 1.989 -2.841 2.360  0.0099
22 C 2.158 -0.660 1.434  -0.1993
23 C 3.352 -0.379 2.083  -0.0041
24 C 4.073 0.740 1.727  -0.0681
25 C 3.599 1.522 0.678  -0.0684
26 C 2.401 1.188 0.084  -0.1517
27 N 1.644 0.147 0.475  -0.0745
28 H -1.703 -4.352 -2.448  0.0965
29 H -2.621 -0.464 -4.667  0.1162
30 H -3.468 1.914 -4.805  0.1027
31 H -3.008 3.427 -2.860  0.1016
32 H -1.649 2.573 -0.974  0.0869
33 H 0.482 -4.541 1.990  0.0954
34 H 3.680 -1.078 2.840  0.1178
35 H 4.998 0.991 2.231  0.1005
36 H 4.142 2.387 0.323  0.0994
37 H 2.003 1.767 -0.741  0.1055
38 S -0.177 1.322 3.028  0.7304
39 C -1.111 2.178 1.603  -0.8263
40 N -2.282 2.917 1.939  0.0084
41 C -1.980 4.163 2.640  -0.2226
42 C -1.059 5.021 1.786  -0.1830
43 C 0.171 4.208 1.405  -0.2271
44 N -0.273 2.978 0.765  -0.0330
45 H -2.902 2.352 2.502  0.0566
46 H -1.488 3.951 3.603  0.1053
47 H -2.919 4.679 2.846  0.1133
48 H -0.767 5.920 2.335  0.1060
49 H -1.585 5.327 0.878  0.1085
50 H 0.760 3.986 2.308  0.0993
51 H 0.807 4.759 0.709  0.1112
52 H 0.498 2.402 0.464  0.0443
53 C -1.079 0.723 1.428  -0.6313
54 Ge -2.587 -0.377 2.048  0.9442
55 C -2.097 -1.872 3.213  -0.2673
56 C -0.816 -2.126 3.688  -0.1140
57 C -0.551 -3.239 4.476  -0.0819
58 C -1.576 -4.106 4.821  -0.0956
59 C -2.870 -3.851 4.381  -0.0930
60 C -3.123 -2.744 3.586  -0.1243
61 C -3.546 -1.116 0.498  -0.2670
62 C -4.130 -0.259 -0.439  -0.1397
63 C -4.778 -0.752 -1.561  -0.0975
64 C -4.852 -2.124 -1.770  -0.0859
65 C -4.286 -2.990 -0.847  -0.0810
66 C -3.639 -2.489 0.277  -0.1065
67 C -3.941 0.550 3.161  -0.2800
68 C -3.659 0.742 4.516  -0.1092
69 C -4.548 1.411 5.347  -0.0906
70 C -5.746 1.895 4.838  -0.1065
71 C -6.049 1.701 3.498  -0.0971
72 C -5.152 1.037 2.670  -0.1034
73 H -0.010 -1.450 3.446  0.0573
74 H 0.466 -3.429 4.797  0.1044
75 H -1.370 -4.980 5.428  0.0953
76 H -3.679 -4.521 4.649  0.0952
77 H -4.138 -2.563 3.241  0.1033
78 H -4.047 0.819 -0.315  0.0967
79 H -5.206 -0.064 -2.281  0.0988
80 H -5.335 -2.515 -2.657  0.1006
81 H -4.322 -4.061 -1.009  0.1051
82 H -3.180 -3.185 0.971  0.0959
83 H -2.726 0.369 4.923  0.0940
84 H -4.304 1.552 6.393  0.0971
85 H -6.443 2.415 5.484  0.0928
86 H -6.986 2.065 3.093  0.0952
87 H -5.412 0.891 1.627  0.0870


Below is a single C13H20N2 molecule, with properties calculated with ωB97M-V with the def2-TZVPD basis set.

## Properties
maximum force	2.38	eV Å⁻¹
charge	0
relative energy (zero: lowest compared OMol25 entry of this formula, charge and spin)	175.47	kJ/mol
spin multiplicity	1
frontier orbital gap	8.80	eV
structure (SMILES)	NCCN1CCCCCc2ccccc21

Last column: Löwdin charge in e.
Cartesian coordinates (Å):
1 C -2.950 -0.955 0.295  -0.3034
2 C -1.849 -0.276 -0.531  -0.1989
3 C -0.536 0.941 1.123  -0.1783
4 C -0.596 2.398 0.664  -0.2206
5 C 0.408 2.769 -0.357  -0.2564
6 C 1.816 2.332 -0.033  -0.1822
7 C 2.100 0.973 -0.795  -0.1289
8 C 1.810 -0.426 -0.223  -0.1652
9 C 2.936 -1.272 -0.094  -0.0466
10 C 2.718 -2.626 0.198  -0.1151
11 C 1.422 -3.174 0.251  -0.0821
12 C 0.351 -2.245 0.243  -0.0137
13 C 0.512 -0.870 -0.010  -0.2139
14 H -4.804 -1.565 -0.223  0.0509
15 H -3.734 -2.146 -1.202  0.0917
16 H -3.423 -0.347 1.063  0.1070
17 H -2.523 -1.859 0.810  0.1052
18 H -2.366 0.748 -0.764  0.1443
19 H -1.702 -0.867 -1.497  0.1489
20 H -1.359 0.828 1.875  0.1237
21 H 0.403 0.782 1.768  0.1514
22 H -0.412 3.049 1.530  0.1159
23 H -1.607 2.664 0.285  0.1125
24 H 0.186 2.289 -1.337  0.1051
25 H 0.309 3.878 -0.594  0.1302
26 H 2.122 2.279 1.027  0.1183
27 H 2.487 3.034 -0.507  0.0939
28 H 1.485 1.059 -1.746  0.1208
29 H 3.132 0.913 -1.235  0.1084
30 H 3.958 -0.870 -0.180  0.1128
31 H 3.619 -3.269 0.303  0.1035
32 H 1.333 -4.311 0.335  0.1204
33 H -0.691 -2.591 0.203  0.0922
34 N -3.967 -1.268 -0.680  -0.0264
35 N -0.586 0.005 0.036  -0.1254


Below is a molecular structure, C29H67F3GaO13, with properties calculated with ωB97M-V with the def2-TZVPD basis set.

## Properties
maximum force	1.79	eV Å⁻¹
charge	-1
spin multiplicity	1
frontier orbital gap	7.10	eV

Last column: Löwdin charge in e.
Cartesian coordinates (Å):
1 C 5.296 2.915 5.261  -0.1440
2 O 5.580 4.048 4.440  -0.2430
3 C 4.301 4.702 4.149  -0.2334
4 C 4.106 5.831 5.229  -0.2581
5 C 2.636 5.975 5.796  -0.3260
6 Ga 1.134 5.421 4.513  0.3827
7 C 0.720 3.403 4.959  -0.5715
8 F -0.615 3.170 5.253  -0.0219
9 F 1.200 2.507 3.999  -0.0391
10 F 1.413 3.050 6.132  -0.0426
11 H 6.164 2.631 5.914  0.0841
12 H 4.433 3.073 5.961  0.0881
13 H 5.038 2.066 4.567  0.0950
14 H 3.535 3.896 4.182  0.0817
15 H 4.419 5.188 3.156  0.1139
16 H 4.504 6.828 4.902  0.0971
17 H 4.760 5.540 6.100  0.0963
18 H 2.506 5.461 6.786  0.0364
19 H 2.480 7.073 6.007  0.0267
20 H 1.520 5.472 2.961  -0.0877
21 H -0.232 6.215 4.859  -0.1002
22 C -1.224 -0.877 -3.276  -0.1083
23 O -0.636 -1.039 -2.002  -0.2051
24 C 0.779 -1.149 -2.073  -0.2006
25 C 1.419 -0.707 -0.766  -0.1817
26 O 1.492 0.706 -0.624  -0.1303
27 C 0.265 1.376 -0.331  -0.1755
28 C -0.211 1.166 1.097  -0.1877
29 O -0.834 -0.108 1.232  -0.2084
30 C -0.810 -0.569 2.567  -0.1083
31 H -1.019 -1.749 -3.908  0.0864
32 H -2.302 -0.780 -3.144  0.0860
33 H -0.852 0.035 -3.755  0.0808
34 H 1.172 -0.537 -2.894  0.1225
35 H 1.021 -2.204 -2.260  0.1231
36 H 2.457 -1.050 -0.771  0.1252
37 H 0.936 -1.167 0.097  0.1203
38 H -0.507 1.120 -1.059  0.1148
39 H 0.482 2.439 -0.457  0.1268
40 H -0.954 1.930 1.352  0.1328
41 H 0.641 1.249 1.779  0.1194
42 H 0.222 -0.669 2.920  0.0858
43 H -1.279 -1.554 2.593  0.0820
44 H -1.366 0.109 3.223  0.0908
45 C 1.612 -0.021 6.512  -0.0971
46 O 2.514 -1.114 6.443  -0.2041
47 C 2.603 -1.818 7.670  -0.2079
48 C 3.035 -3.254 7.427  -0.1808
49 O 1.977 -4.093 6.967  -0.1342
50 C 1.571 -3.907 5.614  -0.1781
51 C 2.567 -4.453 4.603  -0.2023
52 O 3.652 -3.552 4.435  -0.2002
53 C 4.813 -4.197 3.957  -0.1162
54 H 1.946 0.710 7.255  0.0867
55 H 1.580 0.457 5.535  0.0738
56 H 0.604 -0.375 6.756  0.0905
57 H 1.637 -1.812 8.189  0.1256
58 H 3.352 -1.310 8.292  0.1257
59 H 3.341 -3.679 8.387  0.1225
60 H 3.900 -3.309 6.765  0.1178
61 H 1.326 -2.863 5.415  0.1199
62 H 0.645 -4.478 5.512  0.1246
63 H 2.074 -4.568 3.629  0.1249
64 H 2.929 -5.430 4.943  0.1242
65 H 5.138 -4.973 4.660  0.0851
66 H 5.604 -3.453 3.877  0.0888
67 H 4.634 -4.636 2.969  0.0857
68 C -3.134 -6.481 -2.491  -0.1138
69 O -4.324 -5.720 -2.516  -0.2072
70 C -4.112 -4.377 -2.094  -0.1916
71 C -5.168 -3.461 -2.692  -0.1730
72 O -4.915 -3.125 -4.057  -0.1334
73 C -5.155 -4.160 -5.006  -0.1805
74 C -6.631 -4.432 -5.245  -0.2007
75 O -7.169 -5.226 -4.196  -0.2045
76 C -8.566 -5.070 -4.071  -0.1144
77 H -2.736 -6.544 -1.472  0.0884
78 H -3.368 -7.485 -2.844  0.0862
79 H -2.386 -6.044 -3.161  0.0867
80 H -3.117 -4.030 -2.394  0.1249
81 H -4.187 -4.359 -1.000  0.1293
82 H -5.136 -2.513 -2.150  0.1278
83 H -6.174 -3.865 -2.564  0.1183
84 H -4.613 -5.069 -4.744  0.1190
85 H -4.727 -3.792 -5.942  0.1258
86 H -6.754 -4.988 -6.183  0.1249
87 H -7.167 -3.478 -5.317  0.1265
88 H -8.818 -4.027 -3.852  0.0874
89 H -8.902 -5.686 -3.237  0.0876
90 H -9.076 -5.396 -4.984  0.0861
91 C -2.100 2.525 -8.474  -0.1150
92 O -0.905 3.079 -7.967  -0.2039
93 C -0.832 4.484 -8.172  -0.2018
94 C 0.076 5.129 -7.138  -0.1809
95 O -0.546 5.303 -5.869  -0.1292
96 C -0.720 4.125 -5.085  -0.1740
97 C 0.573 3.604 -4.481  -0.1929
98 O 1.323 2.885 -5.452  -0.2084
99 C 2.700 2.845 -5.138  -0.1099
100 H -2.167 2.674 -9.558  0.0856
101 H -2.093 1.456 -8.262  0.0877
102 H -2.969 2.969 -7.978  0.0873
103 H -1.829 4.934 -8.111  0.1257
104 H -0.420 4.651 -9.176  0.1246
105 H 0.309 6.140 -7.484  0.1254
106 H 1.024 4.598 -7.045  0.1197
107 H -1.245 3.351 -5.647  0.1181
108 H -1.376 4.422 -4.263  0.1285
109 H 0.342 2.914 -3.660  0.1213
110 H 1.156 4.446 -4.092  0.1303
111 H 3.113 3.858 -5.090  0.0875
112 H 3.212 2.303 -5.934  0.0857
113 H 2.866 2.325 -4.189  0.0889


Below is a gas-phase ion, C7H13N2O2S (charge +1), with properties calculated with ωB97M-V with the def2-TZVPD basis set.

## Properties
maximum force	5.45	eV Å⁻¹
charge	+1
relative energy (zero: lowest compared OMol25 entry of this formula, charge and spin)	551.27	kJ/mol
spin multiplicity	1
frontier orbital gap (spin up / spin down)	5.34 / 5.33	eV
structure (SMILES)	CC(=C(\C)[N+](=O)O)/C(N)=C(/C)S

Last column: Löwdin charge in e.
Cartesian coordinates (Å):
1 C -0.449 0.728 0.082  -0.0981
2 C 0.883 -0.027 -0.612  -0.3050
3 C -1.741 0.182 0.088  -0.1669
4 C 1.675 -0.655 0.274  -0.6917
5 C -0.172 2.090 0.388  -0.0600
6 C -2.866 1.078 0.452  0.0107
7 C 2.916 -1.321 0.011  -0.1310
8 N -2.071 -1.110 -0.218  -0.2261
9 N 0.955 -0.199 -1.962  0.1480
10 O -1.034 -1.932 -0.362  0.1463
11 O -3.169 -1.547 -0.383  0.1889
12 S 1.364 -0.453 1.946  0.9164
13 H -0.255 2.186 1.522  0.1429
14 H 0.850 2.456 0.203  0.1149
15 H -0.711 2.851 -0.114  0.0947
16 H -2.798 1.345 1.526  0.1231
17 H -3.851 0.706 0.225  0.0935
18 H -2.705 1.993 -0.071  0.0791
19 H 3.741 -0.847 0.512  0.0777
20 H 2.884 -2.350 0.530  0.1207
21 H 3.233 -1.703 -0.965  0.0883
22 H 1.602 -0.895 -2.216  0.0836
23 H 0.681 0.543 -2.596  0.1229
24 H -1.572 -2.767 -0.657  0.2203
25 H 2.609 -0.353 2.397  -0.0932


> Number 4 is which compound?

C7H13N2O2S